Entry 1:
{"formula": "C11H37NO8", "method": "ωB97M-V with the def2-TZVPD basis set", "total_charge": 0, "largest_force_ha_per_bohr": 0.099, "e_tot_ha": -1097.856546, "relative_energy_kj_mol": 0.0, "smiles": "CC1(C)CCCC(C)(C)N1O.CCO.O.O.O.O.O.O", "homo_lumo_gap_ev": 7.985, "symbols": ["C", "C", "C", "C", "C", "C", "C", "C", "C", "N", "O", "H", "H", "H", "H", "H", "H", "H", "H", "H", "H", "H", "H", "H", "H", "H", "H", "H", "H", "H", "C", "C", "O", "H", "H", "H", "H", "H", "H", "O", "H", "H", "O", "H", "H", "O", "H", "H", "O", "H", "H", "O", "H", "H", "O", "H", "H"], "coordinates": [[-14.56424, -21.11846, -5.53256], [-13.75823, -20.92244, -6.88700], [-12.68222, -19.88855, -6.55752], [-13.25141, -22.30076, -7.36648], [-12.77931, -22.26049, -8.82392], [-13.92872, -21.75874, -9.72114], [-14.44029, -20.34304, -9.38012], [-13.34779, -19.31654, -9.84385], [-15.74404, -19.98058, -10.19983], [-14.66686, -20.28734, -7.89496], [-15.27416, -19.15869, -7.50423], [-15.00776, -20.18238, -5.19323], [-15.28841, -21.92840, -5.62015], [-13.93650, -21.46184, -4.71028], [-11.73343, -20.29971, -6.21279], [-12.38546, -19.17103, -7.32250], [-12.89045, -19.20879, -5.73128], [-12.44115, -22.65068, -6.72684], [-14.01692, -23.07553, -7.32394], [-11.83317, -21.71950, -8.84012], [-12.55291, -23.29055, -9.09925], [-14.70453, -22.52438, -9.72487], [-13.71503, -21.67300, -10.78655], [-12.43160, -19.63278, -9.34517], [-13.65943, -18.30598, -9.57976], [-13.27525, -19.34750, -10.93099], [-16.23377, -19.07535, -9.84092], [-16.57386, -20.68002, -10.09848], [-15.55823, -19.84133, -11.26481], [-14.51144, -18.58011, -7.57575], [-14.18572, -19.04912, 10.93154], [-14.56815, -18.00060, 9.86753], [-13.49371, -17.92083, 9.00429], [-14.35492, -20.08702, 10.64475], [-14.66227, -18.85689, 11.89281], [-13.15313, -19.05294, 11.28061], [-14.61832, -17.07638, 10.44321], [-15.43928, -18.26113, 9.26641], [-13.83866, -17.55362, 8.18712], [-9.19958, -23.02346, -0.24113], [-9.17900, -23.94879, -0.48519], [-8.50781, -22.93267, 0.41419], [-14.99521, -23.00315, 4.94169], [-14.72287, -22.37626, 5.61181], [-14.20768, -23.15243, 4.41848], [-14.68479, -15.60504, 3.97446], [-14.41303, -16.23959, 3.31133], [-14.32283, -14.77208, 3.67214], [-12.01351, -19.16196, 1.87531], [-11.61039, -19.69048, 2.56407], [-11.83211, -19.64198, 1.06728], [-10.21988, -20.97445, 6.57726], [-9.76173, -21.36477, 7.32156], [-10.75656, -20.28166, 6.96229], [-6.25916, -22.00550, 3.77475], [-7.07933, -22.00782, 4.26825], [-5.66004, -21.48249, 4.30743]], "forces_ev_per_angstrom": [[0.4, -0.4, -0.7], [-1.2, 0.9, 1.0], [1.7, 0.6, 0.6], [0.0, 0.6, -0.7], [-0.3, -0.2, 0.2], [0.1, 0.5, -0.4], [-0.2, 0.3, 0.3], [-0.8, -0.9, 0.5], [-0.1, -0.2, 1.0], [-0.6, -4.6, -2.0], [0.3, 1.7, 0.7], [-0.2, -0.1, -0.3], [-0.4, 0.3, -0.3], [0.6, 0.1, -0.2], [0.1, -0.5, -0.1], [-0.2, -0.4, -0.6], [-0.8, -0.2, 0.2], [0.0, 0.2, 0.2], [-0.4, 0.3, 0.3], [-0.1, 0.3, -0.5], [0.2, 0.0, -0.2], [-0.4, 0.2, 0.5], [0.7, -0.3, -0.1], [0.2, 0.5, -0.4], [0.2, 0.1, 0.2], [0.3, -0.1, 0.1], [0.6, 0.3, 0.1], [0.3, -0.6, 0.1], [0.3, -0.1, 0.1], [-0.3, 1.6, 0.4], [-0.4, -0.5, 0.6], [0.8, -0.9, 1.9], [1.2, 0.2, -1.6], [-0.3, 0.1, -0.2], [-0.7, -0.1, -0.2], [0.4, 0.6, -0.8], [-0.8, 0.4, -0.3], [-0.5, 0.1, 0.7], [0.4, 0.1, -0.2], [-0.2, 0.2, -0.1], [0.0, -0.2, -0.1], [0.2, 0.1, 0.2], [-0.2, -0.1, 0.0], [0.0, 0.2, 0.2], [0.2, -0.1, -0.2], [-0.1, 0.0, 0.2], [0.1, -0.2, -0.2], [0.1, 0.2, 0.0], [-0.1, 0.2, 0.1], [0.1, -0.1, 0.2], [0.0, -0.1, -0.2], [0.0, -0.1, -0.3], [0.1, -0.1, 0.2], [-0.2, 0.2, 0.1], [0.0, -0.1, -0.2], [-0.3, 0.0, 0.1], [0.2, 0.1, 0.1]]}

=====

Entry 2:
{"formula": "C11H38AgN13O8", "method": "ωB97M-V with the def2-TZVPD basis set", "total_charge": 0, "largest_force_ha_per_bohr": 0.370, "e_tot_ha": -1901.576460, "relative_energy_kj_mol": 3265.0, "homo_lumo_gap_ev": 8.817, "symbols": ["Ag", "C", "O", "H", "H", "H", "C", "C", "C", "O", "C", "N", "H", "H", "H", "H", "H", "H", "H", "H", "H", "H", "H", "C", "O", "N", "N", "H", "H", "H", "H", "C", "O", "N", "N", "H", "H", "H", "H", "C", "O", "N", "N", "H", "H", "H", "H", "C", "O", "N", "N", "H", "H", "H", "H", "C", "O", "N", "N", "H", "H", "H", "H", "C", "O", "N", "N", "H", "H", "H", "H"], "coordinates": [[2.66817, -2.37054, -0.50785], [0.35518, -0.76301, -0.39771], [0.92832, -1.77015, -1.11917], [0.52362, 0.23607, -0.79967], [-0.68788, -0.97109, -0.15932], [0.90929, -0.79449, 0.54041], [-0.29937, 1.46230, -1.79448], [-0.12561, 2.55191, -0.67083], [0.69628, 3.73259, -1.21554], [0.84409, 4.74111, -0.27187], [1.59673, 5.85840, -0.76242], [-1.41113, 2.94339, -0.13556], [-0.81349, 0.53703, -1.53437], [0.69821, 1.09448, -2.03448], [-0.79498, 1.88372, -2.66906], [0.57198, 2.07504, 0.01769], [0.23535, 4.10413, -2.13076], [1.70966, 3.40261, -1.44416], [1.78206, 5.98226, -1.82938], [2.56843, 5.75572, -0.27934], [0.99588, 6.70494, -0.43008], [-1.13481, 3.60835, 0.57265], [-1.82552, 3.53805, -0.83895], [-1.38537, -3.65967, -1.51749], [-2.10988, -4.67015, -1.65547], [-1.30673, -2.64161, -2.37611], [-0.56187, -3.44641, -0.55564], [-1.91238, -2.61881, -3.18407], [-0.66848, -1.87492, -2.21828], [-0.52939, -4.15548, 0.16287], [0.08075, -2.66878, -0.50663], [0.72209, 1.28077, 2.23155], [0.96806, 2.21334, 2.98178], [1.34775, 1.19235, 1.11115], [-0.01407, 0.26479, 2.48363], [1.84866, 1.99630, 0.76065], [1.13975, 0.33351, 0.62203], [-0.52097, 0.12823, 3.34648], [-0.22161, -0.42458, 1.77525], [1.86161, -3.37644, 1.31721], [2.96367, -3.29609, 0.86934], [1.08429, -2.35077, 1.21247], [1.37710, -4.32901, 2.05030], [1.22220, -1.60907, 0.54092], [0.25725, -2.36863, 1.79194], [2.07990, -5.00938, 2.30186], [0.43098, -4.33003, 2.40377], [1.15068, -0.61160, -3.90485], [1.31190, -0.58521, -5.12806], [0.86582, 0.41271, -3.10116], [1.14602, -1.69720, -3.21419], [1.08536, 1.36401, -3.35985], [0.63593, 0.20228, -2.14045], [0.90333, -1.75119, -2.23527], [1.36472, -2.57151, -3.67009], [-2.40456, 0.72603, 1.15983], [-2.62094, -0.26877, 1.83569], [-2.57424, 1.91072, 1.59174], [-1.92746, 0.72644, -0.10010], [-2.40040, 2.78063, 1.10890], [-2.95446, 1.81461, 2.52250], [-1.78066, 1.62662, -0.53396], [-1.65613, -0.09691, -0.61834], [-0.70798, -1.82344, 3.00294], [0.18149, -2.66020, 3.12762], [-1.05120, -1.15317, 3.99299], [-1.26102, -1.57332, 1.83883], [-0.74345, -1.46483, 4.90308], [-1.85452, -0.55002, 4.09772], [-0.93271, -2.06627, 1.02072], [-1.91932, -0.81268, 1.74848]], "forces_ev_per_angstrom": [[3.7, 6.2, -13.1], [0.2, 0.7, -1.6], [-1.7, 3.2, 3.9], [0.0, -1.2, 1.0], [0.9, -0.2, -0.3], [-2.5, 3.8, -0.5], [-2.4, 5.8, 2.8], [0.8, -0.5, -2.3], [-0.1, -0.8, -0.5], [-0.7, 0.2, -0.3], [-0.2, 0.0, 1.2], [2.4, 5.1, -1.3], [0.3, 1.7, -1.4], [-1.1, 7.4, 4.3], [0.1, 0.2, -0.1], [-2.3, 0.9, -0.2], [-0.1, 0.3, -0.4], [0.2, -0.5, -0.5], [-0.5, -0.7, -0.2], [0.1, 0.6, 0.1], [0.6, 0.4, 0.1], [0.0, 0.6, 0.5], [-0.3, 0.4, -0.5], [-2.7, -2.5, -2.1], [0.8, 1.5, 0.1], [-1.6, 1.6, -2.1], [0.7, -2.5, 5.0], [0.3, -0.1, 0.2], [-0.8, -0.7, -0.6], [-0.1, 0.0, -0.2], [-0.2, -1.3, -0.5], [1.6, 3.0, 3.3], [-0.7, 1.3, 1.1], [3.6, -0.7, -2.6], [-0.5, 0.8, 0.0], [0.6, -0.6, 0.6], [1.4, 2.4, 0.0], [1.2, 1.4, -0.6], [0.4, 1.1, 0.5], [-3.9, 0.7, 3.6], [8.7, -8.5, 8.4], [0.0, 0.4, -0.2], [1.2, -4.1, 0.4], [1.9, -4.7, 2.1], [1.8, -0.6, -0.9], [-0.6, -0.4, 0.1], [0.7, 0.0, 0.1], [1.0, -1.2, -4.1], [0.2, 1.2, 0.1], [3.0, -2.6, -5.5], [1.6, -3.6, -4.4], [0.0, -0.7, -0.7], [1.2, -4.5, -3.0], [0.2, 0.2, -1.5], [-0.3, 0.3, -0.6], [0.6, 1.4, -4.9], [-15.3, 11.0, 2.4], [-2.6, 2.1, 4.9], [-1.9, -3.6, 0.6], [-0.5, -1.0, 0.5], [-0.1, 1.0, 0.1], [-1.1, -1.0, 0.7], [-1.8, 0.2, 0.9], [-0.4, -5.0, -3.6], [-0.9, -1.4, 4.5], [-3.8, 2.5, 9.0], [6.5, -10.6, -0.7], [0.3, -0.2, -0.3], [-0.3, -0.4, -0.7], [-0.9, -0.9, 0.7], [4.3, -4.4, -1.3]]}

=====

What HOMO level values result from the calculations? In sequence: -7.861, -8.804 eV.